--- w ---
DFT (the ωB97M-V functional and the def2-TZVPD basis) results for a 2-piece molecular cluster, C2H4Cl4 overall.

Geometry as ORCA input:
```
! wB97M-V def2-TZVPD RIJCOSX def2/J DEFGRID3
* xyz 0 1
Cl -1.073 -9.653 0.240
C -2.095 -8.376 -0.374
Cl -2.397 -8.421 -2.098
H -3.080 -8.305 0.001
H -1.639 -7.445 -0.172
Cl 2.933 -6.452 -0.718
C 1.196 -6.786 -0.638
Cl 0.155 -5.329 -0.703
H 0.932 -7.367 -1.539
H 0.803 -7.205 0.250
*
```

Results
* SMILES: ClCCl.ClCCl
* M: 169.87 g/mol
* lowest unoccupied orbital energy: 0.0269 Eh
* HOMO: -0.4078 Ha

These are the Mulliken partial charges, in e, on atoms 1 to 6: -0.137, -0.050, -0.148, 0.312, 0.028, -0.157

--- x ---
DFT (the ωB97M-V functional and the def2-TZVPD basis) results for a 2-piece molecular cluster, C2H4Cl4 overall.

Geometry as ORCA input:
```
! wB97M-V def2-TZVPD RIJCOSX def2/J DEFGRID3
* xyz 0 1
Cl 3.854 -22.186 -15.596
C 2.833 -21.731 -17.056
Cl 3.485 -22.411 -18.602
H 1.869 -22.198 -16.855
H 2.748 -20.663 -17.256
Cl 5.294 -19.273 -18.020
C 6.508 -19.922 -19.159
Cl 6.391 -19.031 -20.753
H 7.549 -19.773 -18.871
H 6.326 -20.995 -19.223
*
```

Results
* SMILES: ClCCl.ClCCl
* M: 169.87 g/mol
* lowest unoccupied orbital energy: 0.0243 Eh
* HOMO: -0.4059 Ha

These are the Mulliken partial charges, in e, on atoms 1 to 6: -0.147, -0.289, -0.144, 0.316, 0.260, -0.131

Which structure is the most stable? The one labeled x.